# 1
3 unconnected molecules or ions with the total composition C11H24N4O9 at a distorted geometry. Source: the OMol25 dataset; level of theory: ωB97M-V/def2-TZVPD.

CARTESIAN COORDINATES (ANGSTROEM)
C1 0.7265 0.0490 3.3386
O1 0.2114 -0.6932 2.2607
C2 0.5530 -0.1443 1.0155
C3 0.4340 -1.2700 -0.0007
O2 -0.7686 -1.9983 0.1510
O3 -1.5621 -1.7535 -1.0214
C4 -0.3624 1.0393 0.6268
O4 -1.1915 1.4643 1.6802
C5 -2.3177 0.6451 1.8691
C6 -3.6263 1.4140 1.7206
C7 -4.7011 0.7104 2.4839
O5 -5.4671 1.2482 3.2561
O6 -4.8135 -0.6615 2.1863
C8 -4.0640 -1.4946 2.9900
C9 -3.4549 -2.6489 2.2738
O7 -3.8961 -1.2927 4.1772
H1 0.2598 -0.3100 4.2418
H2 1.7948 -0.1138 3.4427
H3 0.5102 1.1054 3.2572
H4 1.6019 0.1387 1.0162
H5 0.4516 -0.8698 -0.9986
H6 1.2749 -1.9323 0.1535
H7 -2.4508 -1.6966 -0.6641
H8 -0.9421 0.7759 -0.2476
H9 0.2434 1.8840 0.3314
H10 -2.3197 -0.1916 1.1857
H11 -2.2489 0.2232 2.8637
H12 -3.9394 1.3941 0.6838
H13 -3.5576 2.4284 2.0641
H14 -2.3807 -2.5365 2.2981
H15 -3.7078 -3.5735 2.7657
H16 -3.7597 -2.7199 1.2407
N1 4.5685 -1.2564 -1.6489
C10 3.4570 -1.1088 -2.4252
N2 3.3494 -1.9690 -3.4772
O8 2.6103 -0.2547 -2.1897
H17 5.2752 -1.9459 -1.8176
H18 4.6714 -0.6329 -0.8708
H19 2.5393 -1.8829 -4.0611
H20 4.0292 -2.6734 -3.6892
N3 3.6598 2.0713 -3.7696
C11 3.1916 3.2815 -4.1943
N4 1.8249 3.3856 -4.2397
O9 3.9250 4.2035 -4.5079
H21 3.0673 1.3013 -3.5033
H22 4.6537 1.9613 -3.7214
H23 1.4423 4.2591 -4.5448
H24 1.2057 2.6418 -3.9817

Results
frontier orbital gap: 9.8 eV
LUMO level: 0.150 eV
charge: 0
SMILES: CO[C@@H](COO)COCCC(=O)OC(C)=O.NC(N)=O.NC(N)=O
DFT total energy: -36182.214 eV


# 2
A molecular structure, C29H26BrN6O3STl. Source: the OMol25 dataset; level of theory: ωB97M-V/def2-TZVPD.

CARTESIAN COORDINATES (ANGSTROEM)
Tl1 -0.6965 -0.6217 0.0470
O1 -0.2914 4.4724 3.9145
C1 0.1760 3.8145 4.9070
C2 0.3580 4.4103 6.1921
C3 0.8470 3.7078 7.2734
C4 1.1857 2.3588 7.1637
C5 1.0191 1.7520 5.9231
C6 0.5543 2.4356 4.8120
C7 0.4322 1.6888 3.4965
O2 -0.1553 2.4000 2.4856
N1 1.8105 1.2712 3.0732
N2 2.1994 1.2964 1.8371
C8 3.3849 0.8799 1.5421
C9 3.8620 0.8529 0.1754
Br1 2.5315 0.9872 -1.1698
C10 5.1324 0.6575 -0.2174
C11 6.3130 0.5897 0.6575
C12 7.3509 -0.2938 0.3414
C13 8.4943 -0.3726 1.1201
C14 8.6364 0.4381 2.2383
C15 7.6256 1.3351 2.5554
C16 6.4834 1.4160 1.7732
H1 -0.3319 3.3242 2.8612
H2 0.0872 5.4565 6.2840
H3 0.9612 4.2157 8.2272
H4 1.5491 1.7964 8.0148
H5 1.2462 0.6903 5.8292
H6 -0.1186 0.7504 3.6769
H7 2.3721 0.7664 3.7519
H8 4.0700 0.5300 2.3171
H9 5.3207 0.5100 -1.2737
H10 7.2442 -0.9338 -0.5271
H11 9.2769 -1.0739 0.8552
H12 9.5273 0.3769 2.8511
H13 7.7276 1.9874 3.4143
H14 5.7166 2.1403 2.0141
N3 -4.9283 -2.2010 1.8594
C17 -3.9846 -1.8291 0.8889
S1 -2.7890 -3.0137 0.5037
N4 -4.1798 -0.6391 0.4112
N5 -3.2264 -0.1758 -0.4897
C18 -3.7096 0.6875 -1.3010
C19 -3.0540 1.4038 -2.3883
C20 -3.9067 2.1348 -3.2259
C21 -3.4628 2.8455 -4.3238
C22 -2.0910 2.8335 -4.6001
C23 -1.2178 2.1407 -3.7971
C24 -1.6432 1.4032 -2.6479
O3 -0.7815 0.7899 -1.9341
H15 -5.0605 -3.1989 1.8878
H16 -5.7829 -1.6667 1.7833
H17 -4.7774 0.9050 -1.1950
H18 -4.9671 2.1302 -2.9886
H19 -4.1563 3.3984 -4.9452
H20 -1.7056 3.3817 -5.4548
H21 -0.1528 2.1355 -3.9993
C25 -2.8420 -4.2233 -3.4994
C26 -1.7900 -4.7393 -2.7593
C27 -0.8608 -3.8556 -2.2344
N6 -0.9120 -2.5404 -2.4170
C28 -1.9247 -2.0536 -3.1268
C29 -2.9124 -2.8542 -3.6856
H22 -3.6037 -4.8775 -3.9072
H23 -1.7044 -5.7999 -2.5614
H24 -0.0464 -4.2199 -1.6162
H25 -1.9545 -0.9766 -3.2354
H26 -3.7245 -2.3964 -4.2349

Results
frontier orbital gap: 5.9 eV
LUMO level: 3.968 eV
energy above the lowest of the compared OMol25 structures with the same formula, charge and spin: 0.00 kcal per mole
charge: -2
DFT total energy: -131149.554 eV


# 3
A molecular structure, CH4BrFeN2O at a distorted geometry. Source: the OMol25 dataset; level of theory: ωB97M-V/def2-TZVPD.

CARTESIAN COORDINATES (ANGSTROEM)
Fe1 -1.2753 -5.1546 -1.2929
Br1 -0.5468 -3.2932 -0.0368
C1 0.5955 1.2820 0.0685
O1 1.5638 1.9676 -0.4268
N1 0.6710 -0.0352 0.2701
N2 -0.5611 1.9360 0.2673
H1 -0.0897 -0.6583 0.4847
H2 1.5540 -0.4390 -0.0137
H3 -0.4953 2.9446 0.1891
H4 -1.4162 1.4501 0.4906

Results
frontier orbital gap (spin up / spin down): 8.1 / 7.1 eV
LUMO level (spin up / spin down): -10.491 / -11.333 eV
energy above the lowest of the compared OMol25 structures with the same formula, charge and spin: 0.00 kcal per mole
spin multiplicity: 6
charge: +2
DFT total energy: -110538.620 eV


# 4
A molecular structure, C20H33Cl2N2O4Yb at a distorted geometry. Source: the OMol25 dataset; level of theory: ωB97M-V/def2-TZVPD.

CARTESIAN COORDINATES (ANGSTROEM)
O1 3.5781 1.0604 -1.7384
C1 3.2329 1.9464 -2.5146
C2 2.6728 3.2669 -2.1001
C3 1.9375 3.3143 -0.8800
H1 1.7797 2.4157 -0.2847
C4 1.3788 4.5370 -0.4384
H2 0.7970 4.5914 0.5065
C5 1.5477 5.6777 -1.2947
H3 1.0930 6.6218 -0.9768
C6 2.1538 5.5820 -2.5524
H4 2.1476 6.4439 -3.2557
C7 2.6978 4.3700 -2.9513
H5 3.1156 4.2301 -3.9357
H6 2.9891 1.7006 -3.6012
C8 -0.0056 -0.9726 -2.8860
C9 -1.0849 -0.1040 -2.3922
H7 0.0216 -1.1213 -3.9830
H8 -0.2090 -2.0226 -2.5560
H9 1.0286 -0.6820 -2.5750
C10 -1.4167 1.1659 -2.2841
C11 -2.8296 1.5588 -2.7828
H10 -0.8631 2.0394 -1.8769
H11 -2.8355 2.4393 -3.4467
H12 -3.5680 1.7426 -2.0016
H13 -3.1293 0.6940 -3.4090
Yb1 -0.9184 -0.3419 -0.0411
Cl1 -2.6282 1.4238 0.7603
Cl2 -2.3989 -1.9850 -1.2250
C12 -3.0112 -1.3789 1.9525
O2 -1.7802 -1.4319 2.1086
N1 -3.9186 -2.1151 2.5840
C13 -3.4593 -3.3047 3.3021
C14 -5.3438 -1.7781 2.5786
H14 -3.4040 -0.6717 1.1806
H15 -2.3773 -3.3087 3.2788
H16 -3.8406 -4.2250 2.8343
H17 -3.8064 -3.2912 4.3436
H18 -5.4565 -0.7577 2.1859
H19 -5.7461 -1.8196 3.5987
H20 -5.9226 -2.4701 1.9476
H21 2.5114 -4.9632 -0.2141
H22 4.5653 -3.2158 0.1431
C15 2.1138 -4.2084 -0.9189
C16 4.0397 -2.6758 -0.6566
N2 2.6009 -2.8882 -0.5566
H23 1.0230 -4.2375 -0.9380
C17 1.8265 -1.9579 0.0399
O3 0.6274 -2.1201 0.3644
H24 4.2433 -1.6065 -0.5825
H25 2.3357 -0.9882 0.1927
H26 2.5198 -4.4667 -1.9154
H27 4.4074 -3.0603 -1.6157
C18 1.3836 -0.5845 3.1910
C19 0.5969 0.5343 2.5542
C20 -0.4150 1.2039 3.4363
O4 0.7376 0.7903 1.3342
H28 1.5005 -0.3973 4.2571
H29 2.3601 -0.6785 2.7096
H30 0.8229 -1.5243 3.0327
H31 -0.9972 1.9321 2.8559
H32 -1.0961 0.4199 3.8017
H33 0.0747 1.6528 4.3066

Results
frontier orbital gap (spin up / spin down): 6.1 / 6.1 eV
LUMO level (spin up / spin down): -0.025 / -0.031 eV
energy above the lowest of the compared OMol25 structures with the same formula, charge and spin: 68.76 kcal per mole
spin multiplicity: 2
charge: 0
DFT total energy: -89020.442 eV


Question: Look up the charge of the fourth one.
Answer: 0


Repeat the second record exactly.
A molecular structure, C29H26BrN6O3STl. Source: the OMol25 dataset; level of theory: ωB97M-V/def2-TZVPD.

CARTESIAN COORDINATES (ANGSTROEM)
Tl1 -0.6965 -0.6217 0.0470
O1 -0.2914 4.4724 3.9145
C1 0.1760 3.8145 4.9070
C2 0.3580 4.4103 6.1921
C3 0.8470 3.7078 7.2734
C4 1.1857 2.3588 7.1637
C5 1.0191 1.7520 5.9231
C6 0.5543 2.4356 4.8120
C7 0.4322 1.6888 3.4965
O2 -0.1553 2.4000 2.4856
N1 1.8105 1.2712 3.0732
N2 2.1994 1.2964 1.8371
C8 3.3849 0.8799 1.5421
C9 3.8620 0.8529 0.1754
Br1 2.5315 0.9872 -1.1698
C10 5.1324 0.6575 -0.2174
C11 6.3130 0.5897 0.6575
C12 7.3509 -0.2938 0.3414
C13 8.4943 -0.3726 1.1201
C14 8.6364 0.4381 2.2383
C15 7.6256 1.3351 2.5554
C16 6.4834 1.4160 1.7732
H1 -0.3319 3.3242 2.8612
H2 0.0872 5.4565 6.2840
H3 0.9612 4.2157 8.2272
H4 1.5491 1.7964 8.0148
H5 1.2462 0.6903 5.8292
H6 -0.1186 0.7504 3.6769
H7 2.3721 0.7664 3.7519
H8 4.0700 0.5300 2.3171
H9 5.3207 0.5100 -1.2737
H10 7.2442 -0.9338 -0.5271
H11 9.2769 -1.0739 0.8552
H12 9.5273 0.3769 2.8511
H13 7.7276 1.9874 3.4143
H14 5.7166 2.1403 2.0141
N3 -4.9283 -2.2010 1.8594
C17 -3.9846 -1.8291 0.8889
S1 -2.7890 -3.0137 0.5037
N4 -4.1798 -0.6391 0.4112
N5 -3.2264 -0.1758 -0.4897
C18 -3.7096 0.6875 -1.3010
C19 -3.0540 1.4038 -2.3883
C20 -3.9067 2.1348 -3.2259
C21 -3.4628 2.8455 -4.3238
C22 -2.0910 2.8335 -4.6001
C23 -1.2178 2.1407 -3.7971
C24 -1.6432 1.4032 -2.6479
O3 -0.7815 0.7899 -1.9341
H15 -5.0605 -3.1989 1.8878
H16 -5.7829 -1.6667 1.7833
H17 -4.7774 0.9050 -1.1950
H18 -4.9671 2.1302 -2.9886
H19 -4.1563 3.3984 -4.9452
H20 -1.7056 3.3817 -5.4548
H21 -0.1528 2.1355 -3.9993
C25 -2.8420 -4.2233 -3.4994
C26 -1.7900 -4.7393 -2.7593
C27 -0.8608 -3.8556 -2.2344
N6 -0.9120 -2.5404 -2.4170
C28 -1.9247 -2.0536 -3.1268
C29 -2.9124 -2.8542 -3.6856
H22 -3.6037 -4.8775 -3.9072
H23 -1.7044 -5.7999 -2.5614
H24 -0.0464 -4.2199 -1.6162
H25 -1.9545 -0.9766 -3.2354
H26 -3.7245 -2.3964 -4.2349

Results
frontier orbital gap: 5.9 eV
LUMO level: 3.968 eV
energy above the lowest of the compared OMol25 structures with the same formula, charge and spin: 0.00 kcal per mole
charge: -2
DFT total energy: -131149.554 eV


Question: Among the records above, which one has the highest DFT total energy?
Answer: C11H24N4O9


Question: Number 1 is which compound?
Answer: C11H24N4O9